This record from the OMol25 dataset describes a structure of composition Cl4N3P3. The level of theory is ωB97M-V/def2-TZVPD.

Positions of all 10 atoms, in Å:
N 1.18680 0.19516 2.08155
N -0.17778 -1.09492 -0.01874
N -0.13965 1.03581 -0.38341
P 2.44720 -0.40305 1.57042
P -0.36453 -0.25440 -1.52683
P -0.88603 0.31600 0.94558
Cl -0.69726 -2.67894 0.06704
Cl -0.09514 2.74018 -0.65135
Cl 1.51448 -0.39667 -2.28979
Cl -2.78808 0.54084 0.20553

For the HOMO energy, the calculation gives -9.173 eV. The value obtained for the energy above the lowest of the compared OMol25 structures with the same formula, charge and spin is 92.7 kcal per mole.

***

This record from the OMol25 dataset describes the molecule C4H10S2. The level of theory is ωB97M-V/def2-TZVPD.

Positions of all 16 atoms, in Å:
C 0.72009 -1.14745 -2.92794
C 1.14863 -0.71213 -1.53879
S 0.23171 0.82346 -1.00566
S -1.00897 0.13116 0.52546
C -0.01422 0.39093 1.99385
C -0.66354 -0.04179 3.30293
H -0.36435 -1.08034 -3.01568
H 1.25928 -0.67783 -3.74266
H 0.88093 -2.23225 -2.99676
H 0.81744 -1.41026 -0.77604
H 2.20578 -0.48478 -1.52448
H 0.06965 1.48267 2.00353
H 0.99807 0.02471 1.83882
H 0.09942 -0.22053 4.04820
H -1.39303 0.66371 3.69876
H -1.24923 -0.94953 3.13776

For the HOMO energy, the calculation gives -8.799 eV. The value obtained for the energy above the lowest of the compared OMol25 structures with the same formula, charge and spin is 9.8 kcal per mole. As for the structure (SMILES): CCSSCC.

***

This record from the OMol25 dataset describes a cluster of 2 separate species, C22H45BrN2O3 in total. The level of theory is ωB97M-V/def2-TZVPD.

Positions of all 73 atoms, in Å:
C 2.77172 -1.58876 0.54229
C 3.16415 -3.01128 0.15375
C 3.02083 -3.35554 -1.33477
C 3.69493 -2.39997 -2.33505
C 2.74749 -1.81165 -3.38174
C 1.67456 -0.90279 -2.78522
C 0.55137 -0.55600 -3.76818
C -0.81145 -1.20234 -3.47145
C -1.27501 -1.11654 -2.02455
C -1.79952 -2.41525 -1.36273
C -1.35824 -3.75939 -1.92257
C -1.23475 -4.83047 -0.84228
C -0.14158 -4.53357 0.19088
Br -0.79232 -6.51409 -1.76288
O -3.23699 -2.38170 -1.40694
C -3.66728 -1.10480 -1.50550
O -4.82942 -0.77309 -1.32761
C -2.49288 -0.17772 -1.80317
N -2.31537 0.59528 -0.56154
C -1.66662 1.91598 -0.74606
C -0.39177 2.06513 0.10426
C 0.91564 2.11037 -0.72978
H 3.38186 -0.84036 0.04387
H 2.94879 -1.45672 1.60968
H 1.71560 -1.38807 0.37590
H 2.51217 -3.68656 0.70604
H 4.19513 -3.17570 0.46270
H 3.36839 -4.37429 -1.48733
H 1.95053 -3.37640 -1.55796
H 4.21304 -1.58149 -1.84036
H 4.44908 -2.97303 -2.87324
H 3.36244 -1.18837 -4.03459
H 2.32881 -2.59923 -4.00831
H 1.30250 -1.34861 -1.86752
H 2.17054 0.01925 -2.48259
H 0.44830 0.51963 -3.89650
H 0.86518 -0.92737 -4.74486
H -0.79827 -2.21753 -3.85423
H -1.55507 -0.67667 -4.07155
H -0.55394 -0.73586 -1.30939
H -1.52529 -2.37284 -0.30985
H -2.11328 -4.08582 -2.63515
H -0.41292 -3.71829 -2.45802
H -2.19731 -5.00480 -0.37733
H 0.75687 -5.09041 -0.05008
H 0.13036 -3.47985 0.17040
H -0.46740 -4.77406 1.19720
H -2.74190 0.43188 -2.67178
H -3.23262 0.76330 -0.17344
H -2.36801 2.67773 -0.40899
H -1.45001 2.09778 -1.79524
H -0.34945 1.24201 0.81024
H -0.44126 2.98056 0.68956
H 0.70570 1.98874 -1.78786
H 1.44163 3.04996 -0.58511
H 1.59724 1.33083 -0.39919
C -2.30268 3.84614 3.23922
O -1.22167 4.73036 3.01126
C -1.03137 5.72513 3.99777
C -0.21773 5.26873 5.21678
C -1.00205 4.39299 6.18835
N 1.01557 4.57390 4.83775
H -3.14615 4.34971 3.71964
H -1.99532 2.98939 3.84377
H -2.62809 3.47109 2.26863
H -0.47687 6.52444 3.49921
H -1.99826 6.14575 4.30369
H 0.06891 6.17677 5.75540
H -1.12698 3.37859 5.80987
H -0.47186 4.31844 7.13703
H -1.99235 4.80840 6.38521
H 1.59633 5.19547 4.28258
H 0.76564 3.82356 4.19962

For the HOMO energy, the calculation gives -9.348 eV. As for the structure (SMILES): CCCCCCCC[C@@H]1[C@H](C[C@H](C)Br)OC(=O)[C@H]1NCCC.COC[C@@H](C)N.

***

This record from the OMol25 dataset describes a structure of composition C8H12N4O3. The level of theory is ωB97M-V/def2-TZVPD.

Positions of all 27 atoms, in Å:
C 3.84862 -0.38017 0.08340
C 2.38168 -0.55780 0.48349
C 0.29724 0.23507 -0.37377
C 0.45560 1.63287 0.05767
C -0.63282 -0.78578 0.49088
C -2.05658 -0.62472 0.04207
C -3.07572 -1.61246 0.29530
C -3.91637 0.31927 -0.36304
H 4.45018 -0.47790 -2.07010
H 4.43197 -2.28907 -0.84695
H 4.60273 -0.70129 1.02344
H 3.91002 0.81730 -0.09314
H 2.11829 -0.15939 -1.37311
H -0.20677 0.33122 -1.32366
H -0.21708 -1.85381 -0.03837
H -0.39086 -1.07094 1.63711
H -2.93930 -2.61879 0.40318
H -4.81235 0.86041 -0.47828
H -4.94643 -1.42957 -0.56456
H -1.62754 1.80427 -0.24933
N 3.87427 -1.16797 -1.25970
N 1.51969 -0.49550 -0.55281
N -2.62854 0.54338 -0.24780
N -4.19476 -0.94545 -0.12650
O 2.04052 -0.57690 1.64006
O 1.44362 2.23452 0.28152
O -0.75632 2.32847 -0.04841

For the HOMO energy, the calculation gives -8.971 eV. The value obtained for the energy above the lowest of the compared OMol25 structures with the same formula, charge and spin is 121.1 kcal per mole.

***

This record from the OMol25 dataset describes a structure of composition C14H41N6O9V. The level of theory is ωB97M-V/def2-TZVPD.

Positions of all 71 atoms, in Å:
O 13.24697 -16.80686 24.12274
V 12.76169 -17.24722 22.60992
O 12.25857 -18.78656 22.79898
C 16.83733 -19.17837 22.28017
C 15.84488 -18.10682 22.60687
C 16.59837 -16.73143 22.78462
O 14.82503 -17.95638 21.65501
H 17.62950 -19.08100 23.02252
H 17.34755 -19.13339 21.31802
H 16.37462 -20.15035 22.45126
H 15.45152 -18.31888 23.60105
H 17.17034 -16.67858 23.71098
H 15.82982 -15.95888 22.75979
H 17.16530 -16.34477 21.93775
C 11.12524 -18.17675 19.66543
O 11.90020 -17.54912 20.38727
N 11.45359 -19.26552 18.98672
N 9.91647 -17.90937 19.33511
H 10.69135 -19.66118 18.45518
H 12.40792 -19.59305 19.03232
H 9.51384 -18.63672 18.76156
H 9.76364 -16.91418 19.41471
C 13.26690 -14.04521 22.23339
O 13.17367 -15.17849 21.79849
N 13.78312 -13.79507 23.39091
N 13.06887 -12.99561 21.47862
H 13.84763 -12.82811 23.67537
H 13.85275 -14.52644 24.08399
H 12.60269 -13.08622 20.58724
H 13.37731 -12.06112 21.70599
C 9.52529 -16.94536 23.28859
O 10.69172 -16.59975 23.17051
N 9.03142 -17.29502 24.43695
N 8.67332 -17.05152 22.31945
H 9.69834 -17.57990 25.13993
H 8.16256 -17.80984 24.44882
H 7.69461 -17.25279 22.46683
H 9.11978 -16.77110 21.45797
C 13.12251 -22.24533 21.12465
C 14.40491 -21.68860 20.67930
O 14.12312 -20.51882 19.93259
H 12.38462 -22.53571 20.37679
H 12.69280 -21.49938 21.79324
H 13.27089 -23.14397 21.72341
H 14.97753 -22.40662 20.09222
H 14.93984 -21.45983 21.60104
H 14.42930 -19.81291 20.50664
C 11.52628 -14.89509 26.28096
C 10.43365 -13.81333 25.98291
C 10.97340 -12.41295 26.18880
O 9.94169 -13.96099 24.66893
H 11.11239 -15.89916 26.18800
H 12.03893 -14.89300 27.24288
H 12.33358 -14.79425 25.55555
H 9.67428 -14.02111 26.73676
H 11.34827 -12.16521 27.18188
H 10.27930 -11.61036 25.93947
H 11.77821 -12.26088 25.46959
H 9.44184 -14.77935 24.62388
C 11.58515 -19.49339 28.18537
C 12.30179 -18.52941 27.25454
C 13.74814 -18.95428 26.79221
O 11.45603 -18.49726 26.11704
H 11.49620 -20.54111 27.89820
H 10.53206 -19.23102 28.28667
H 12.08211 -19.46839 29.15516
H 12.43883 -17.55122 27.71547
H 14.27280 -18.17478 26.23974
H 13.75541 -19.84181 26.15949
H 14.39022 -19.23733 27.62630
H 11.96616 -18.42467 25.30705

For the HOMO energy, the calculation gives -7.369 eV.

***

This record from the OMol25 dataset describes a structure of composition C24H19AuN2SSbSe3Te. The level of theory is ωB97M-V/def2-TZVPD.

Positions of all 52 atoms, in Å:
Au 0.14316 -1.46020 2.12037
Se 2.30586 -2.72000 2.14717
Se 3.55016 -1.59370 3.65217
Te 2.24696 -1.45290 5.90017
Se -0.04474 -1.75130 5.28837
S 0.37296 1.01010 1.84347
Sb 0.87826 0.91630 -0.42243
C -0.31774 2.42140 -1.35633
C -1.14744 2.09390 -2.41613
C -1.91604 3.08810 -2.99943
C -1.84364 4.38870 -2.52623
C -1.00904 4.70610 -1.46603
C -0.24334 3.71770 -0.87053
C 2.97946 1.29440 -0.46253
C 3.48596 2.43860 -1.05043
C 4.82456 2.74960 -0.88023
C 5.63996 1.91960 -0.12713
C 5.12806 0.75820 0.42727
C 3.79186 0.44600 0.26557
C 0.38206 -1.03600 -1.13423
C 1.38226 -1.93030 -1.47283
C 1.03866 -3.22520 -1.82953
C -0.29294 -3.60560 -1.86453
C -1.28894 -2.69310 -1.55243
C -0.95304 -1.40360 -1.17513
H -1.19474 1.07670 -2.78773
H -2.56644 2.84250 -3.82603
H -2.44084 5.15870 -2.98733
H -0.95254 5.72120 -1.10213
H 0.39996 3.95080 -0.02953
H 2.83946 3.08190 -1.63333
H 5.22826 3.64660 -1.32163
H 6.67486 2.18220 0.03147
H 5.75106 0.08980 1.00277
H 3.39196 -0.45140 0.71967
H 2.42096 -1.62100 -1.46733
H 1.81436 -3.93170 -2.08353
H -0.55574 -4.61480 -2.14183
H -2.32744 -2.98420 -1.60333
H -1.72594 -0.68520 -0.92043
N -5.25734 -5.05430 2.09597
C -4.76294 -4.02540 2.02777
C -4.13474 -2.75860 1.92737
C -4.87034 -1.58500 1.74897
C -4.17884 -0.38880 1.65287
C -2.79764 -0.40210 1.73987
N -2.10614 -1.52330 1.89967
C -2.74534 -2.67640 1.99597
H -5.94724 -1.61890 1.68877
H -4.69434 0.54670 1.51947
H -2.21644 0.50730 1.68627
H -2.13914 -3.56000 2.12897

The multiplicity is 3. For the HOMO energy (spin up / spin down), the calculation gives -10.566 / -10.914 eV. The value obtained for the energy above the lowest of the compared OMol25 structures with the same formula, charge and spin is 17.1 kcal per mole. The charge is +1. Its expectation value of S² is 2.016.

***

This record from the OMol25 dataset describes the molecule C4H5NO2. The level of theory is ωB97M-V/def2-TZVPD.

Positions of all 12 atoms, in Å:
N 0.08706 2.08523 0.82628
C 0.17748 0.80370 0.33451
C -0.76169 0.08135 -0.34696
C -0.08379 -1.15461 -0.68312
O -0.59626 -2.20490 -1.37771
C 1.17516 -1.05170 -0.20555
O 1.33559 0.16728 0.45688
H 0.59628 2.27496 1.67400
H -0.84610 2.47380 0.84922
H -1.61419 0.19644 0.29103
H -1.50771 -1.98188 -1.60771
H 2.03819 -1.68966 -0.21087

For the HOMO energy, the calculation gives -7.803 eV. The value obtained for the energy above the lowest of the compared OMol25 structures with the same formula, charge and spin is 43.0 kcal per mole. As for the structure (SMILES): Nc1cc(O)co1.

***

This record from the OMol25 dataset describes a cluster of 3 separate species, C3H11NO3 in total. The level of theory is ωB97M-V/def2-TZVPD.

Positions of all 18 atoms, in Å:
C 2.70450 -1.03221 0.03952
N 1.31555 -0.91883 0.43743
C 0.54595 0.21027 0.12788
C 1.31256 1.46427 -0.20547
O -0.65848 0.14993 0.24216
H 2.78135 -0.86017 -1.03842
H 2.94221 -2.11088 0.06639
H 3.38903 -0.51220 0.69035
H 0.81996 -1.52032 1.06913
H 1.82923 1.16595 -1.12535
H 0.66206 2.33370 -0.26037
H 2.07815 1.68631 0.52715
O -2.78143 1.71745 -2.91954
H -3.14848 1.44824 -2.06662
H -3.48424 1.51997 -3.53016
O -1.66002 -1.53355 2.41143
H -1.79330 -1.98717 1.58048
H -2.55004 -1.68860 2.74886

For the HOMO energy, the calculation gives -9.353 eV. The value obtained for the energy above the lowest of the compared OMol25 structures with the same formula, charge and spin is 28.9 kcal per mole. As for the structure (SMILES): CNC(C)=O.O.O.